# 1
The following is a DFT calculation (the ωB97M-V functional and the def2-TZVPD basis) of 2 unconnected molecules or ions with the total composition CH5S3.

```
9
Properties=species:S:1:pos:R:3
S 2.16211 -1.04644 0.02892
H 3.30079 -0.42515 0.37534
C -1.44278 -0.20390 -0.38229
S -1.53103 1.38526 0.47070
S 0.47417 1.73660 0.89406
H -2.44669 -0.57003 -0.59066
H -0.92676 -0.91680 0.26187
H -0.87129 -0.10018 -1.30542
H 1.28149 0.14064 0.24749
```

- LUMO (eV) = 3.53
- charge = -1
- frontier orbital gap (eV) = 6.294

Here are the Mulliken charges for atoms 1 to 4, given in e: -0.42, 0.07, -0.84, -0.16



# 2
The following is a DFT calculation (the ωB97M-V functional and the def2-TZVPD basis) of a single CH6BN molecule.

```
9
Properties=species:S:1:pos:R:3
B -1.32900 0.63073 -0.10964
N -0.41929 -0.39969 -0.20748
C 0.97648 -0.31033 0.09105
H -2.41255 0.47648 -0.52640
H -0.98829 1.64355 0.37283
H -0.67709 -1.28039 -0.63275
H 1.20434 0.69689 0.43189
H 1.39204 -1.02241 0.96816
H 1.59319 -0.54137 -0.78011
```

- LUMO (eV) = 0.87
- SMILES = BNC
- frontier orbital gap (eV) = 11.047

Here are the Mulliken charges for atoms 1 to 4, given in e: 0.05, -0.18, -0.69, -0.08



# 3
The following is a DFT calculation (the ωB97M-V functional and the def2-TZVPD basis) of 2 unconnected molecules or ions with the total composition CH6BN.

```
9
Properties=species:S:1:pos:R:3
B 1.44931 0.17291 -0.14483
C -1.05895 0.07812 -0.21342
N 0.25219 -0.49315 -0.01991
H 2.32331 -0.44184 0.25689
H 1.35606 1.34262 -0.21791
H -1.84902 -0.30926 -0.69981
H -1.49622 0.03253 1.27481
H -1.22259 1.10655 -0.57938
H 0.24590 -1.48847 0.34356
```

- LUMO (eV) = 0.74
- frontier orbital gap (eV) = 10.326

Here are the Mulliken charges for atoms 1 to 4, given in e: 0.12, -0.71, -0.26, -0.08



# 4
The following is a DFT calculation (the ωB97M-V functional and the def2-TZVPD basis) of a single CH6Cl2Si2 molecule.

```
11
Properties=species:S:1:pos:R:3
Si -1.59214 0.01209 1.22052
Si 0.37030 -0.89001 0.00059
C 1.02512 0.60186 -1.26885
Cl 1.34348 2.13211 -0.38870
Cl 2.60557 -0.03967 -1.95562
H -1.35427 1.26815 1.75230
H -1.57659 -1.06130 2.42712
H -3.03282 0.04488 0.60465
H 0.08538 -1.82889 -0.94231
H 1.64850 -1.22344 0.61587
H 0.47747 0.98421 -2.06558
```

- LUMO (eV) = 0.31
- SMILES = [SiH3][SiH2]C(Cl)Cl
- frontier orbital gap (eV) = 10.247

Here are the Mulliken charges for atoms 1 to 4, given in e: 0.27, 0.47, -0.34, -0.17



# 5
The following is a DFT calculation (the ωB97M-V functional and the def2-TZVPD basis) of a molecular structure, CH6ClIN2OP.

```
13
Properties=species:S:1:pos:R:3
C -1.47364 0.14422 -0.94487
N 0.02270 -1.52957 1.52491
N -1.04019 1.29450 -1.32122
O 1.32803 0.11789 -0.12562
P 0.32157 -0.91478 0.01449
Cl 1.59218 -3.18245 -0.39974
I -3.09177 0.10174 0.36812
H -1.60227 -0.62604 -1.71081
H -0.46622 -2.37563 1.80326
H 0.50531 -1.07948 2.31541
H -1.02147 2.12647 -0.65001
H -0.71780 1.51229 -2.16706
H 1.51292 -3.99840 -1.43176
```

- LUMO (eV) = -5.67
- charge = +1
- frontier orbital gap (eV) = 7.934

Here are the Mulliken charges for atoms 1 to 4, given in e: -0.53, -0.42, -0.20, -0.47



# 6
The following is a DFT calculation (the ωB97M-V functional and the def2-TZVPD basis) of a single CH6N2 molecule.

```
9
Properties=species:S:1:pos:R:3
N 0.76676 1.05158 -0.17678
C -0.15778 -0.22243 -0.56306
N -0.59116 -0.95334 0.70269
H 0.89339 1.65172 -0.96357
H 0.18670 1.64241 0.35366
H -1.07028 -0.01224 -1.07322
H 0.62917 -0.89099 -1.03650
H 0.05957 -1.50268 1.07816
H -0.98106 -0.24132 1.33849
```

- LUMO (eV) = 1.23
- SMILES = NCN
- frontier orbital gap (eV) = 10.697

Here are the Mulliken charges for atoms 1 to 4, given in e: -0.61, -0.27, -0.51, 0.22



# 7
The following is a DFT calculation (the ωB97M-V functional and the def2-TZVPD basis) of a molecular structure, CH6N2.

```
9
Properties=species:S:1:pos:R:3
C 0.94728 -0.55021 -0.20310
N -0.32346 -0.47038 -0.76351
N -0.89812 0.71650 0.58166
H -0.33728 0.22990 -1.50436
H -1.25987 0.01464 1.23184
H -1.66872 1.39341 0.48009
H 1.11167 -1.47306 0.35002
H 1.78123 -0.20252 -0.81547
H 0.64726 0.34172 0.64283
```

- LUMO (eV) = 0.78
- frontier orbital gap (eV) = 10.074

Here are the Mulliken charges for atoms 1 to 4, given in e: -0.64, -0.36, -0.64, 0.27



# 8
The following is a DFT calculation (the ωB97M-V functional and the def2-TZVPD basis) of a single CH6N2 molecule.

```
9
Properties=species:S:1:pos:R:3
C 0.00261 0.76044 0.69171
N -0.18512 -0.74724 0.48849
N 0.20566 -0.66879 -1.02595
H -0.11928 1.36551 -0.26064
H 1.18184 0.93559 1.02588
H -0.91745 1.32884 1.40001
H -1.18896 -0.70254 0.04583
H -0.13636 -1.63803 -1.50028
H 1.15706 -0.63378 -0.86504
```

- LUMO (eV) = 1.08
- SMILES = CNN
- frontier orbital gap (eV) = 10.377

Here are the Mulliken charges for atoms 1 to 4, given in e: -0.69, -0.35, -0.55, 0.34



# 9
The following is a DFT calculation (the ωB97M-V functional and the def2-TZVPD basis) of 2 unconnected molecules or ions with the total composition CH6N2.

```
9
Properties=species:S:1:pos:R:3
C -3.93302 0.50075 -1.67601
N -3.94569 0.62276 -3.01684
H -3.52127 -0.51364 -1.48051
H -4.05582 1.48163 -1.04917
H -4.09308 1.69201 -3.06972
N 6.26648 -1.07288 3.57309
H 6.83510 -0.21592 3.30605
H 5.51084 -0.62367 4.13059
H 6.67678 -1.67413 4.32506
```

- LUMO (eV) = 1.13
- SMILES = C=N.N
- frontier orbital gap (eV) = 11.438

Here are the Mulliken charges for atoms 1 to 4, given in e: -0.26, -0.45, 0.26, 0.21



# 10
The following is a DFT calculation (the ωB97M-V functional and the def2-TZVPD basis) of 2 unconnected molecules or ions with the total composition CH6N2O.

```
10
Properties=species:S:1:pos:R:3
N 0.69697 -0.25152 1.06089
C 0.43215 -1.04785 -0.03720
N -0.29171 -0.84216 -1.13603
H 1.34056 -0.46729 1.83926
H -0.08394 0.41420 1.27930
H 1.20616 -1.88971 -0.11698
H -0.46542 -1.78037 -1.42321
H -0.25198 1.06406 -0.26825
H -1.38650 1.95581 -0.66114
O -0.72358 1.83077 0.01252
```

- LUMO (alpha / beta) (eV) = 4.82 / 4.73
- charge = -1
- spin multiplicity = 2
- <S²> = 0.7545
- frontier orbital gap (alpha / beta) (eV) = 3.039 / 7.281

Here are the Mulliken charges for atoms 1 to 4, given in e: -0.53, -0.25, -0.98, 0.21



# 11
The following is a DFT calculation (the ωB97M-V functional and the def2-TZVPD basis) of 2 unconnected molecules or ions with the total composition CH6N2O.

```
10
Properties=species:S:1:pos:R:3
H -0.90210 -1.16348 2.37140
N -0.66428 -0.79302 1.46789
C -1.43362 -0.99471 0.41639
N -0.86409 -0.61401 -0.77479
H -2.39087 -1.32198 0.54354
H 0.01850 -0.01591 -0.79461
H -1.52690 -0.20078 -1.40511
O 2.28264 1.54846 -0.75395
H 2.39204 2.25391 -0.05523
H 3.08869 1.30151 -1.01555
```

- LUMO (eV) = 1.00
- SMILES = [H]/N=C/N.O
- frontier orbital gap (eV) = 9.983

Here are the Mulliken charges for atoms 1 to 4, given in e: 0.19, -0.60, 0.00, -0.48



# 12
The following is a DFT calculation (the ωB97M-V functional and the def2-TZVPD basis) of a molecular structure, CH6N2O.

```
10
Properties=species:S:1:pos:R:3
C 0.41854 -0.36053 -0.33874
N -0.18536 1.38784 0.25397
N -0.54461 -1.30164 0.07472
O 1.49458 -0.21579 0.37734
H 0.80820 1.10439 0.74831
H 0.48961 -0.31265 -1.43871
H -0.34206 -1.67850 0.99197
H -0.89866 -1.93969 -0.62399
H -1.17408 1.22940 0.43083
H -0.06616 2.08718 -0.47569
```

- LUMO (eV) = 1.00
- frontier orbital gap (eV) = 10.125

Here are the Mulliken charges for atoms 1 to 4, given in e: 0.23, -0.72, -0.45, -0.75



# 13
The following is a DFT calculation (the ωB97M-V functional and the def2-TZVPD basis) of a single CH6N2O2 molecule.

```
11
Properties=species:S:1:pos:R:3
C -0.83140 1.48152 -0.02435
O -0.20662 0.97943 1.21352
N 0.18245 -0.31290 1.23723
O 1.14947 -0.52482 0.10684
N 0.88821 -1.72653 -0.55861
H -1.58217 0.76020 -0.36663
H -0.10420 1.68507 -0.81393
H -1.30798 2.40907 0.29157
H -0.59667 -0.92636 0.94959
H 1.72871 -2.30541 -0.49409
H 0.68020 -1.51927 -1.54113
```

- LUMO (eV) = 0.97
- SMILES = CONON
- frontier orbital gap (eV) = 10.237

Here are the Mulliken charges for atoms 1 to 4, given in e: -0.55, -0.23, -0.10, -0.21



# 14
The following is a DFT calculation (the ωB97M-V functional and the def2-TZVPD basis) of a single CH6N2O2SSi molecule.

```
13
Properties=species:S:1:pos:R:3
N -0.22782 -1.20850 0.92547
C -0.50013 -0.48092 -0.04507
N 0.69395 0.52216 -0.66211
Si 1.23593 1.77032 0.52058
S -1.49341 -1.39238 -1.59869
O -2.65904 -0.65229 -1.99241
O -1.73384 -2.40433 -0.62064
H 0.69081 -1.16591 1.51006
H -0.83982 -2.06955 0.86678
H 0.50756 0.91859 -1.65783
H 0.12921 1.97088 1.53211
H 2.38183 1.21665 1.38463
H 1.81476 2.97527 -0.16288
```

- LUMO (eV) = -0.48
- SMILES = NC(N[SiH3])=S(=O)=O
- frontier orbital gap (eV) = 8.443

Here are the Mulliken charges for atoms 1 to 4, given in e: -0.23, 0.17, -0.40, 0.36



# 15
The following is a DFT calculation (the ωB97M-V functional and the def2-TZVPD basis) of 2 unconnected molecules or ions with the total composition CH6N2S2.

```
11
Properties=species:S:1:pos:R:3
H -1.68310 -0.63547 -2.94801
N -0.97133 -0.10473 -2.53132
C 0.24699 -0.54828 -2.69564
N 1.35269 -0.04594 -1.98680
H 0.57966 -1.49234 -3.34289
H 2.30015 -0.36352 -2.22819
H 1.17369 0.50272 -1.15982
S 0.36683 0.78461 2.44895
S -0.79726 -0.44154 1.02877
H 1.58190 0.52436 1.81904
H -1.21691 0.31940 0.01701
```

- LUMO (eV) = -0.06
- SMILES = [H]/N=C/N.SS
- frontier orbital gap (eV) = 9.383

Here are the Mulliken charges for atoms 1 to 4, given in e: 0.21, -0.62, 0.18, -0.35



# 16
The following is a DFT calculation (the ωB97M-V functional and the def2-TZVPD basis) of 2 unconnected molecules or ions with the total composition CH6N2S2.

```
11
Properties=species:S:1:pos:R:3
H -1.99463 2.50227 -1.81164
N -1.81090 1.57593 -1.46587
C -2.59219 1.42057 -0.43803
N -2.43421 0.44310 0.49443
H -3.38995 2.13616 -0.25796
H -1.63527 -0.11016 0.17615
H -3.22015 -0.07675 0.70167
S 1.77405 -1.75645 0.71992
S 1.52010 0.15437 -0.10567
H 2.17377 -1.21534 1.82439
H 0.62872 -0.25950 -1.03225
```

- LUMO (eV) = 0.43
- SMILES = [H]/N=C/N.SS
- frontier orbital gap (eV) = 8.926

Here are the Mulliken charges for atoms 1 to 4, given in e: 0.23, -0.58, 0.03, -0.40



# 17
The following is a DFT calculation (the ωB97M-V functional and the def2-TZVPD basis) of 2 unconnected molecules or ions with the total composition CH6N3.

```
10
Properties=species:S:1:pos:R:3
C 0.95632 0.41927 -1.84648
N 1.24547 0.07171 -0.76609
N -1.37790 -0.14653 0.77188
N 1.32908 -0.32291 0.38453
H 0.45212 1.11875 -2.51301
H -1.74513 -0.53654 -0.08049
H -1.76214 0.75608 0.91850
H -1.62747 -0.71054 1.50181
H 2.34032 -0.26997 0.83534
H 0.18935 -0.37932 0.79400
```

- LUMO (eV) = -4.26
- charge = +1
- frontier orbital gap (eV) = 10.702

Here are the Mulliken charges for atoms 1 to 4, given in e: 0.01, 0.29, -0.82, -0.55



# 18
The following is a DFT calculation (the ωB97M-V functional and the def2-TZVPD basis) of a gas-phase ion, CH6N3 (charge +1).

```
10
Properties=species:S:1:pos:R:3
N -1.18782 0.39414 -0.05258
C -0.34671 -0.79053 0.07153
N 1.02413 -0.66153 0.10966
N 1.56940 0.47824 -0.06173
H -2.19876 0.52454 0.18234
H -0.77341 1.24282 -0.17424
H -0.83732 -1.40439 0.71436
H -0.76806 -1.36211 -0.93482
H 2.56168 0.28688 0.18318
H 0.95687 1.29194 -0.03768
```

- LUMO (alpha / beta) (eV) = -6.74 / -6.74
- SMILES = NCN=[NH2+]
- charge = +1
- frontier orbital gap (alpha / beta) (eV) = 7.803 / 7.804

Here are the Mulliken charges for atoms 1 to 4, given in e: -0.41, -0.13, -0.08, -0.02



# 19
The following is a DFT calculation (the ωB97M-V functional and the def2-TZVPD basis) of 2 unconnected molecules or ions with the total composition CH6N3O2.

```
12
Properties=species:S:1:pos:R:3
C -0.65143 -1.08982 -0.66426
N 1.49377 -0.54442 0.23478
N -1.07051 0.06892 -0.21298
N 1.63228 0.69926 0.14828
O -1.97361 0.08651 0.70523
O -0.56972 1.14116 -0.65262
H -0.97920 -1.99843 -0.19565
H 0.05639 -1.22147 -1.44118
H 0.85553 -0.63966 1.04802
H 2.04763 1.00919 -0.76962
H 1.34070 1.42453 0.83373
H -2.18184 1.06424 0.96628
```

- LUMO (alpha / beta) (eV) = -5.86 / -5.87
- charge = +1
- frontier orbital gap (alpha / beta) (eV) = 8.711 / 8.709

Here are the Mulliken charges for atoms 1 to 4, given in e: -0.54, -0.28, 0.65, 0.05



# 20
The following is a DFT calculation (the ωB97M-V functional and the def2-TZVPD basis) of 2 unconnected molecules or ions with the total composition CH6N3PS.

```
12
Properties=species:S:1:pos:R:3
C -0.30070 -2.24383 -0.26738
N 0.48423 -1.28967 0.06688
N 1.41777 1.02718 -0.39072
N -1.17763 0.85908 -0.47283
P 0.13479 0.32911 0.47726
S 0.33802 2.18396 2.87896
H -0.05380 -3.26519 -0.63501
H -1.34974 -2.07823 -0.46665
H 2.35313 0.49887 -0.35572
H 1.52701 2.09598 -0.27182
H -1.86376 0.13578 -0.37319
H -1.50935 1.74695 -0.18978
```

- LUMO (alpha / beta) (eV) = -1.78 / -1.74
- frontier orbital gap (alpha / beta) (eV) = 6.489 / 6.543

Here are the Mulliken charges for atoms 1 to 4, given in e: -0.11, -0.41, -0.54, -0.57



For the records above, the corresponding energy relative to the best compared isomer or geometry (same formula, charge and spin) values read 15.0; 94.6; 315.7; 400.2; 227.6; 85.0; 372.2; 337.9; 164.3; 164.2; 141.7; 215.2; 627.8; 402.7; 74.0; 59.5; 410.8; 478.2; 325.9; 401.7 kJ/mol.
For the records above, the corresponding DFT total energy values read -33625.1487; -3300.9691; -3298.6770; -41932.3873; -36066.1915; -4113.4529; -4110.4758; -4110.8314; -4112.6310; -6159.1631; -6161.0271; -6160.2652; -8204.3685; -26918.9763; -25784.1421; -25784.2924; -5594.6872; -5593.9889; -9686.5878; -25725.5720 eV.